(1)
Formula: C4H8F18Li4N9O38S19
Source: OMol25
Level of theory: ωB97M-V with the def2-TZVPD basis set

Geometry (Å):
Li -1.005 -1.763 3.563
Li -2.337 2.092 -1.221
Li -2.706 2.334 1.259
Li 1.298 3.010 3.244
N -1.633 4.546 -5.022
S -0.706 3.504 -4.116
O -1.389 2.871 -3.022
O 0.684 3.783 -4.010
F -0.775 2.370 -5.229
S -1.085 5.942 -4.535
O 0.098 6.350 -5.244
O -1.174 6.441 -3.198
F -2.226 6.823 -5.304
N -5.265 -4.631 -2.006
S -6.374 -5.814 -2.295
O -7.658 -5.644 -1.676
O -5.863 -7.129 -2.533
F -6.780 -5.329 -3.806
S -4.822 -5.023 -0.523
O -3.788 -6.005 -0.400
O -5.896 -4.938 0.438
F -4.018 -3.674 -0.115
N -3.520 3.407 -0.155
S -4.948 3.719 0.525
O -5.919 4.578 -0.090
O -4.774 3.565 1.935
F -5.622 2.327 0.089
S -3.307 4.923 -0.811
O -3.128 5.950 0.169
O -3.990 5.123 -2.040
F -1.771 4.637 -1.101
N 3.668 -0.981 4.153
S 3.493 -1.442 5.635
O 3.794 -2.841 5.804
O 2.534 -0.767 6.469
F 4.860 -0.801 6.241
S 2.141 -0.382 3.787
O 1.994 1.041 3.841
O 0.946 -1.125 4.073
F 2.340 -0.683 2.264
N 3.012 4.036 3.469
S 3.715 4.340 4.891
O 4.616 5.458 4.831
O 4.016 3.268 5.778
F 2.413 4.943 5.628
S 4.430 3.430 2.760
O 5.090 2.363 3.442
O 5.212 4.336 1.962
F 3.703 2.554 1.621
N -2.306 -0.600 4.591
S -3.410 0.335 3.976
O -3.083 1.118 2.827
O -4.365 0.803 4.942
F -4.200 -0.864 3.255
S -1.595 0.639 5.566
O -2.182 0.927 6.842
O -0.897 1.672 4.848
F -0.443 -0.327 6.066
N -1.650 -5.120 -3.447
S -0.808 -6.403 -2.735
O -1.143 -6.663 -1.368
O 0.505 -6.683 -3.235
F -1.720 -7.532 -3.461
S -0.785 -3.912 -2.836
O 0.473 -3.798 -3.499
O -0.882 -3.802 -1.421
F -1.620 -2.655 -3.374
N -1.661 1.071 0.283
S 0.025 1.278 0.272
O 0.720 0.314 -0.498
O 0.558 1.758 1.509
F -0.029 2.586 -0.625
S -1.796 -0.547 0.301
O -1.361 -1.138 1.534
O -1.650 -1.131 -0.978
F -3.392 -0.559 0.427
N 3.336 -3.570 1.167
S 3.030 -2.942 -0.350
O 1.710 -2.620 -0.817
O 3.930 -3.513 -1.298
F 3.670 -1.500 -0.039
S 1.954 -4.190 1.555
O 1.492 -5.264 0.731
O 1.005 -3.301 2.175
F 2.579 -4.966 2.867
C 3.766 1.694 -3.888
C 2.899 1.013 -2.791
C 2.563 -0.374 -3.331
S 4.064 -0.988 -4.123
O 3.675 -1.519 -5.418
O 4.804 -1.781 -3.168
C 4.816 0.647 -4.265
H 4.208 2.644 -3.583
H 3.132 1.969 -4.738
H 1.991 1.604 -2.688
H 3.513 1.035 -1.891
H 1.799 -0.303 -4.102
H 2.231 -1.038 -2.532
H 5.392 0.763 -5.183
H 5.563 0.637 -3.464

Atomic forces in eV per Å
0.96 0.00 -0.75
0.24 0.21 -1.26
-0.29 -0.32 1.47
0.24 -1.28 -0.07
1.40 -1.02 3.00
-1.28 -2.16 -2.51
-0.21 0.35 0.21
-0.14 0.43 0.53
0.10 -0.01 0.32
0.16 4.06 -2.33
-0.04 -0.31 0.14
-0.41 -1.11 0.36
0.09 -0.50 0.32
-1.56 -2.27 0.26
-0.64 1.72 -2.61
0.28 -0.42 0.46
-0.07 0.05 0.52
0.62 0.00 0.35
2.46 2.12 2.47
-1.25 -0.02 -0.18
0.07 -0.87 -0.28
-0.42 -0.36 -0.91
-1.26 3.12 -1.07
-3.36 -4.31 0.65
1.56 0.79 0.78
-0.13 0.85 -0.04
0.34 -0.12 0.43
4.11 0.75 -0.91
-1.46 -0.16 0.00
0.29 -0.15 0.58
-0.46 -0.21 -0.58
-3.88 1.21 0.08
3.13 -1.07 2.69
-0.92 0.67 0.04
-0.47 -0.53 -0.64
0.02 0.01 -0.22
1.31 -0.81 -3.32
0.26 0.71 0.60
0.29 -0.25 0.62
-0.15 0.52 0.05
3.02 -0.73 0.17
-1.40 1.58 3.37
-0.07 -0.48 -0.28
0.10 0.01 -0.66
-0.15 0.19 -0.65
-0.16 -2.69 -4.25
0.01 1.25 0.82
-0.83 0.28 1.23
-0.57 0.90 0.31
1.24 3.45 1.65
-4.70 -2.90 -2.17
0.61 1.11 0.21
0.96 0.68 -0.58
0.32 0.43 0.37
3.70 -2.27 2.53
-0.95 0.36 -1.21
-1.21 -0.36 -0.14
-0.24 0.20 -0.41
1.98 -1.28 1.49
-2.87 -1.01 -0.65
0.83 0.37 -0.44
-0.13 0.24 0.11
0.22 0.07 -0.39
-0.40 0.86 -0.23
0.38 0.63 0.04
0.22 0.16 0.00
-0.18 -0.40 -0.28
3.31 -0.27 0.20
0.04 0.96 -0.70
-0.36 0.24 0.61
-0.60 0.12 0.14
-0.06 0.07 0.16
-3.46 -2.67 -0.41
0.40 0.56 -0.47
0.94 0.43 0.58
0.47 0.59 0.45
-1.35 1.22 -2.69
1.83 0.63 -0.27
0.49 -0.32 1.16
-0.04 -0.27 0.36
-0.02 0.02 -0.18
-0.33 -1.96 2.68
-0.10 0.51 0.16
-0.07 -0.18 -0.35
-0.46 0.21 -0.41
-0.51 -0.28 -0.60
0.53 0.88 -1.10
0.09 0.24 0.61
-1.66 -0.28 0.74
0.82 0.24 0.10
0.38 0.52 -1.02
0.98 0.30 0.57
0.18 -0.18 0.30
-0.01 -0.28 -0.08
0.03 -0.08 0.43
-0.42 -0.42 0.32
0.02 -0.10 -0.05
0.11 -0.33 -0.23
-0.44 -0.01 -0.27
-0.02 -0.09 0.03

Its total charge is -5. The value obtained for the HOMO energy is 0.0429 hartree. As for the lowest unoccupied orbital energy: 7.0666 eV. The value obtained for the molar mass is 1769.1 g mol⁻¹.

(2)
Formula: C5H8O
Source: OMol25
Level of theory: ωB97M-V with the def2-TZVPD basis set

Geometry (Å):
C -0.400 1.268 1.147
C -1.159 0.912 0.113
C -0.483 0.548 -1.174
C 0.215 -0.753 -0.835
C 0.509 -1.165 0.414
O 1.621 -1.896 0.697
H 0.648 1.531 0.989
H -0.725 1.200 2.180
H -2.183 0.569 0.245
H 0.286 1.294 -1.444
H -1.152 0.474 -2.038
H 0.635 -1.342 -1.644
H -0.086 -1.025 1.309
H 2.274 -1.616 0.043

Atomic forces in eV per Å
-0.31 0.38 -0.03
0.01 0.13 0.28
-0.11 -0.04 0.09
0.25 -0.16 0.07
-0.21 -0.15 -0.31
0.17 -0.41 -0.29
-0.22 -0.05 0.04
-0.20 0.38 -0.11
0.07 0.13 0.10
-0.19 -0.22 0.11
0.00 -0.10 0.25
0.45 0.26 -0.08
0.26 0.29 -0.20
0.03 -0.43 0.08

Its total charge is 0. The energy relative to the best compared isomer or geometry (same formula, charge and spin) comes out at 56.89 kcal per mole. The value obtained for the HOMO energy is -0.3117 hartree. As for the lowest unoccupied orbital energy: 0.9419 eV. The value obtained for the molar mass is 84.1 g mol⁻¹.

(3)
Formula: CH2F2N2
Source: OMol25
Level of theory: ωB97M-V with the def2-TZVPD basis set

Geometry (Å):
C 0.048 -0.352 0.029
N -1.769 -0.155 -0.272
N 0.892 0.615 0.354
F 0.592 -1.493 -0.335
F 0.414 1.854 0.649
H -2.015 -1.136 -0.398
H 1.837 0.667 -0.028

Atomic forces in eV per Å
-7.49 0.27 -1.56
6.17 0.55 1.37
0.59 -0.53 -0.36
0.65 0.88 0.45
-0.16 -0.61 -0.20
0.50 -0.58 0.03
-0.26 0.02 0.27

Its total charge is 0. The energy relative to the best compared isomer or geometry (same formula, charge and spin) comes out at 132.84 kcal per mole. The value obtained for the HOMO energy (spin up / spin down) is -0.3096 / -0.3095 hartree. As for the lowest unoccupied orbital energy (spin up / spin down): 0.1945 / 0.1941 eV. The value obtained for the molar mass is 80.0 g mol⁻¹.

(4)
Formula: C34H59ClNPSiTc
Source: OMol25
Level of theory: ωB97M-V with the def2-TZVPD basis set

Geometry (Å):
Tc 0.322 0.211 3.102
P 0.599 -0.357 -0.885
Cl 2.518 0.093 2.457
C 0.682 1.443 4.444
H 1.629 1.419 5.044
H 0.067 2.239 4.917
C 1.873 -1.410 -1.764
C 0.847 1.387 -1.550
C 3.289 -0.905 -1.445
H 1.751 -2.391 -1.264
C 4.327 -1.956 -1.860
H 3.478 0.027 -2.000
H 3.386 -0.673 -0.374
C 4.181 -2.341 -3.337
H 5.334 -1.567 -1.667
H 4.192 -2.846 -1.230
C 2.740 -2.697 -3.730
H 4.527 -1.504 -3.958
H 4.837 -3.189 -3.561
C 1.713 -1.653 -3.266
H 2.665 -2.819 -4.817
H 2.475 -3.664 -3.278
H 1.861 -0.712 -3.815
H 0.704 -2.010 -3.511
C -1.071 -0.930 -1.532
C 1.123 1.624 -3.038
H -0.119 1.867 -1.299
C 0.966 3.124 -3.327
H 2.151 1.310 -3.277
H 0.450 1.055 -3.691
C 1.849 4.006 -2.430
H 1.195 3.318 -4.382
H -0.087 3.402 -3.174
C 1.808 3.615 -0.947
H 2.890 3.948 -2.779
H 1.544 5.054 -2.538
C 1.951 2.102 -0.760
H 2.599 4.132 -0.389
H 0.855 3.938 -0.503
H 2.940 1.788 -1.124
H 1.914 1.821 0.300
C -1.196 -2.461 -1.468
H -1.763 -0.522 -0.775
C -2.625 -2.908 -1.800
H -0.494 -2.925 -2.177
H -0.915 -2.821 -0.466
C -3.129 -2.323 -3.126
H -2.655 -4.004 -1.847
H -3.299 -2.606 -0.983
C -2.935 -0.806 -3.229
H -2.597 -2.810 -3.956
H -4.191 -2.563 -3.255
C -1.505 -0.372 -2.890
H -3.176 -0.470 -4.246
H -3.637 -0.296 -2.552
H -0.823 -0.733 -3.674
H -1.454 0.726 -2.898
C 0.322 -2.791 2.073
C 0.227 -1.920 3.130
H 0.947 -2.512 1.226
C -0.922 -2.133 4.163
H 1.155 -2.117 3.720
C -1.170 -3.623 4.468
H -0.669 -1.609 5.099
H -1.862 -1.699 3.801
C -1.142 -4.491 3.212
H -0.400 -3.951 5.177
H -2.137 -3.727 4.976
C 0.139 -4.229 2.390
H -1.183 -5.552 3.491
H -2.017 -4.281 2.581
H 0.982 -4.556 3.024
H 0.178 -4.864 1.494
C -3.023 1.791 0.047
Si -2.444 1.098 1.684
C -3.464 1.755 3.086
C -2.636 -0.761 1.576
N -0.719 1.591 2.062
C -0.304 2.928 2.029
C -1.211 4.007 1.861
C -0.786 5.305 2.130
C 0.521 5.563 2.565
C 1.443 4.519 2.645
C 1.050 3.236 2.284
H -4.121 1.821 0.109
H -2.759 1.175 -0.822
H -2.673 2.810 -0.153
H -4.521 1.565 2.854
H -3.205 1.240 4.019
H -3.326 2.833 3.230
H -1.713 -1.350 1.463
H -3.149 -1.103 2.487
H -3.304 -1.017 0.737
H -2.239 3.820 1.545
H -1.497 6.121 2.003
H 0.814 6.578 2.830
H 2.459 4.691 3.000
H 1.792 2.436 2.284

Atomic forces in eV per Å
-0.40 1.69 -2.59
0.20 0.03 0.13
-0.08 -0.37 0.04
0.70 -0.03 1.99
-0.49 -0.36 -0.76
-0.22 -0.50 -0.71
-0.50 0.06 0.14
-0.07 -0.69 0.00
0.04 -0.19 -0.04
0.09 0.20 -0.08
-0.17 0.08 0.01
-0.04 -0.24 0.11
-0.04 -0.02 -0.23
-0.01 0.07 -0.05
-0.08 -0.14 -0.04
0.04 0.09 -0.07
-0.06 0.00 0.03
-0.06 -0.05 0.06
-0.02 0.11 -0.03
0.28 -0.07 -0.15
0.08 -0.07 0.14
0.03 0.09 -0.06
0.00 -0.27 0.10
0.32 0.08 0.05
0.37 0.40 -0.03
-0.16 0.25 -0.15
0.20 -0.01 0.01
0.03 0.04 -0.02
-0.22 0.08 0.08
0.24 0.17 0.15
0.15 0.00 -0.01
-0.06 0.07 0.14
0.10 -0.08 -0.03
-0.07 -0.04 0.07
-0.11 -0.05 0.00
0.09 -0.10 -0.03
-0.08 0.18 0.23
-0.14 0.01 -0.14
0.11 -0.06 -0.05
-0.24 0.05 0.04
-0.03 0.13 -0.29
-0.02 0.06 -0.03
0.23 -0.20 -0.28
0.04 0.01 -0.01
-0.19 0.08 0.14
-0.03 0.09 -0.17
0.04 -0.02 -0.02
-0.09 0.15 0.05
0.10 -0.01 -0.13
-0.01 0.02 -0.04
-0.01 0.07 0.09
0.13 -0.02 -0.02
-0.22 -0.22 -0.13
-0.08 -0.05 0.17
0.09 -0.10 -0.05
-0.22 0.14 0.16
0.00 -0.27 0.05
0.23 -1.88 -3.18
0.20 2.45 4.90
-0.08 -0.11 0.01
0.02 -0.21 -0.16
0.04 0.12 0.21
-0.13 0.14 0.13
-0.10 -0.16 -0.24
0.17 -0.04 0.05
0.19 -0.04 -0.27
-0.03 -0.10 -0.14
0.16 -0.05 0.00
-0.33 -0.68 0.00
-0.06 0.21 -0.06
0.10 0.00 0.14
0.11 0.03 -0.04
-0.12 0.17 0.14
-0.17 0.28 -0.21
1.37 0.52 -0.27
-0.40 0.05 0.03
-0.20 -0.34 0.36
-0.42 -1.24 0.22
-0.18 0.41 0.14
0.48 -0.18 0.04
0.15 -0.10 -0.14
-0.07 0.08 0.03
-0.49 0.19 -0.34
-0.01 -0.07 0.61
0.14 0.03 -0.13
-0.03 0.13 0.29
-0.10 -0.20 -0.01
0.10 0.07 0.24
-0.09 0.09 -0.12
-0.06 -0.26 0.03
-0.23 0.16 -0.06
0.12 -0.02 -0.28
0.26 0.19 0.19
0.40 0.17 0.28
0.20 -0.14 0.11
-0.09 -0.25 -0.07
-0.19 0.02 -0.25
-0.34 0.30 0.07

Its total charge is 0. The value obtained for the HOMO energy (spin up / spin down) is -0.2472 / -0.2796 hartree. As for the lowest unoccupied orbital energy (spin up / spin down): -1.0161 / -0.7947 eV. The value obtained for the molar mass is 674.4 g mol⁻¹. As for the expectation value of S²: 3.8138. Its spin multiplicity is 4.

Q: total charge of number 3 (CH2F2N2)?
A: 0

Q: Number 3 is which compound?
A: CH2F2N2

Q: The lowest total charge belongs to which entry?
A: C4H8F18Li4N9O38S19

Q: The lowest total charge belongs to which entry?
A: C4H8F18Li4N9O38S19